{
  "formula": "C43H35ClMoN6O3S3",
  "method": "the ωB97M-V functional and the def2-TZVPD basis",
  "e_homo_ha": [-0.2560, -0.2539],
  "charge": 0,
  "e_above_lowest_kj_mol": 76.93,
  "multiplicity": 1,
  "species": ["Mo", "Cl", "C", "C", "C", "C", "O", "C", "C", "N", "C", "C", "C", "C", "C", "C", "C", "C", "N", "C", "C", "H", "H", "H", "H", "H", "H", "H", "H", "H", "H", "C", "C", "S", "C", "C", "S", "H", "H", "H", "H", "H", "H", "C", "C", "O", "S", "C", "C", "C", "C", "C", "C", "C", "C", "H", "H", "H", "H", "H", "H", "H", "N", "C", "O", "C", "C", "C", "C", "N", "C", "H", "H", "H", "H", "H", "H", "N", "C", "N", "C", "C", "C", "C", "C", "C", "H", "H", "H", "H", "H", "H"],
  "xyz": [[-0.419, -0.650, 0.333], [5.407, -4.298, 2.014], [4.284, -3.163, 1.313], [3.626, -3.482, 0.130], [2.717, -2.593, -0.414], [2.430, -1.377, 0.225], [1.536, -0.542, -0.262], [3.131, -1.052, 1.404], [2.935, 0.211, 2.117], [1.922, 0.977, 2.033], [1.974, 2.151, 2.819], [1.907, 2.100, 4.187], [1.923, 3.279, 4.964], [2.037, 4.500, 4.367], [2.154, 4.588, 2.959], [2.349, 5.819, 2.289], [2.495, 5.830, 0.935], [2.436, 4.600, 0.242], [2.251, 3.442, 0.816], [2.111, 3.416, 2.168], [4.064, -1.948, 1.928], [3.829, -4.427, -0.357], [2.181, -2.825, -1.326], [3.776, 0.493, 2.764], [1.820, 1.137, 4.671], [1.853, 3.201, 6.041], [2.063, 5.410, 4.955], [2.388, 6.736, 2.866], [2.644, 6.749, 0.386], [2.540, 4.592, -0.839], [4.608, -1.696, 2.831], [-4.497, -3.224, 0.453], [-3.480, -2.127, 0.598], [-1.825, -2.552, 0.482], [-3.785, -0.830, 0.836], [-5.173, -0.280, 0.984], [-2.447, 0.246, 0.982], [-4.012, -4.195, 0.368], [-5.102, -3.074, -0.444], [-5.176, -3.252, 1.308], [-5.873, -1.047, 1.318], [-5.543, 0.118, 0.035], [-5.193, 0.536, 1.706], [-1.704, -1.266, -8.803], [-2.321, -2.610, -9.096], [-3.174, -2.783, -9.919], [-1.621, -4.052, -8.233], [-1.372, -3.397, -6.601], [-2.468, -3.099, -5.795], [-2.280, -2.590, -4.523], [-0.991, -2.383, -4.013], [0.101, -2.703, -4.826], [-0.088, -3.200, -6.105], [-0.811, -1.865, -2.694], [-0.663, -1.418, -1.573], [-2.334, -0.487, -9.225], [-0.719, -1.241, -9.273], [-1.563, -1.112, -7.736], [-3.469, -3.268, -6.172], [-3.132, -2.352, -3.899], [1.103, -2.552, -4.444], [0.765, -3.433, -6.729], [-0.978, 4.836, 1.317], [-0.854, 4.928, -0.030], [-0.989, 5.983, -0.622], [-0.542, 3.664, -0.776], [-0.226, 3.756, -2.124], [0.079, 2.602, -2.819], [0.024, 1.384, -2.163], [-0.314, 1.286, -0.875], [-0.561, 2.409, -0.197], [-1.173, 5.684, 1.820], [-0.770, 4.003, 1.835], [-0.227, 4.732, -2.592], [0.345, 2.627, -3.867], [0.240, 0.451, -2.662], [-0.812, 2.268, 0.846], [1.139, -3.345, 3.484], [0.875, -2.942, 2.226], [0.293, -1.771, 2.186], [0.135, -1.377, 3.514], [-0.493, -0.263, 4.066], [-0.532, -0.171, 5.443], [0.043, -1.152, 6.264], [0.657, -2.268, 5.730], [0.676, -2.363, 4.343], [1.585, -4.211, 3.730], [1.128, -3.534, 1.362], [-0.940, 0.492, 3.434], [-1.016, 0.682, 5.902], [-0.006, -1.038, 7.339], [1.084, -3.037, 6.359]]
}

---

{
  "formula": "C43H35N3O8PSSbV",
  "method": "the ωB97M-V functional and the def2-TZVPD basis",
  "e_homo_ha": [-0.2560, -0.2551],
  "charge": 0,
  "s2": 0.77,
  "multiplicity": 2,
  "species": ["V", "O", "C", "O", "C", "C", "C", "C", "C", "C", "O", "N", "O", "O", "N", "O", "O", "H", "H", "O", "N", "C", "C", "C", "C", "C", "H", "H", "H", "H", "H", "S", "Sb", "C", "C", "C", "C", "C", "C", "C", "C", "C", "C", "C", "C", "C", "C", "C", "C", "C", "C", "H", "H", "H", "H", "H", "H", "H", "H", "H", "H", "H", "H", "H", "H", "H", "C", "P", "C", "C", "C", "C", "C", "C", "C", "C", "C", "C", "C", "C", "H", "H", "H", "H", "H", "H", "H", "H", "H", "H", "H", "H", "H"],
  "xyz": [[-0.922, -0.076, -0.557], [-3.067, 0.744, 2.819], [-2.540, 0.161, 1.892], [-1.855, 0.749, 0.951], [-2.714, -1.327, 1.761], [-3.849, -1.878, 2.314], [-4.087, -3.233, 2.204], [-3.190, -4.067, 1.580], [-2.050, -3.517, 1.023], [-1.750, -2.131, 1.091], [-0.641, -1.644, 0.608], [-1.137, -4.459, 0.386], [-0.407, -4.054, -0.510], [-1.194, -5.628, 0.748], [-5.312, -3.800, 2.765], [-5.469, -5.003, 2.689], [-6.111, -3.038, 3.271], [-4.542, -1.234, 2.835], [-3.370, -5.128, 1.523], [-2.469, 0.028, -1.776], [-2.498, 0.165, -3.094], [-1.657, 1.003, -3.718], [-1.727, 1.147, -5.086], [-2.663, 0.430, -5.810], [-3.527, -0.415, -5.133], [-3.428, -0.531, -3.766], [-0.965, 1.521, -3.060], [-1.039, 1.828, -5.569], [-2.725, 0.530, -6.885], [-4.278, -0.992, -5.652], [-4.051, -1.156, -3.146], [0.471, 1.636, -0.851], [0.459, 2.875, 1.625], [1.703, 1.467, 2.633], [1.203, 0.184, 2.849], [1.963, -0.767, 3.519], [3.228, -0.439, 3.985], [3.731, 0.839, 3.781], [2.972, 1.790, 3.107], [-0.194, 3.982, 3.362], [-1.478, 3.670, 3.812], [-1.970, 4.260, 4.970], [-1.190, 5.169, 5.674], [0.086, 5.481, 5.225], [0.586, 4.888, 4.072], [1.955, 4.232, 0.936], [1.691, 5.602, 0.949], [2.602, 6.505, 0.417], [3.787, 6.048, -0.143], [4.052, 4.685, -0.178], [3.137, 3.784, 0.350], [0.218, -0.089, 2.478], [1.566, -1.764, 3.668], [3.822, -1.178, 4.509], [4.716, 1.101, 4.150], [3.375, 2.783, 2.960], [-2.099, 2.956, 3.278], [-2.963, 4.007, 5.320], [-1.575, 5.632, 6.574], [0.700, 6.184, 5.775], [1.587, 5.131, 3.740], [0.770, 5.973, 1.384], [2.385, 7.566, 0.440], [4.499, 6.751, -0.555], [4.971, 4.323, -0.622], [3.350, 2.722, 0.303], [1.486, -0.311, -3.510], [0.572, -1.315, -2.284], [1.947, -2.130, -1.416], [2.377, -3.424, -1.693], [3.440, -3.967, -0.988], [4.078, -3.228, -0.001], [3.647, -1.941, 0.287], [2.585, -1.393, -0.418], [-0.228, -2.574, -3.336], [-1.488, -3.048, -2.976], [-2.139, -3.999, -3.749], [-1.542, -4.477, -4.907], [-0.290, -4.007, -5.283], [0.361, -3.063, -4.502], [2.280, -0.894, -3.978], [1.925, 0.539, -2.989], [0.806, 0.053, -4.280], [1.864, -4.028, -2.430], [3.759, -4.980, -1.199], [4.902, -3.661, 0.552], [4.119, -1.363, 1.072], [2.235, -0.397, -0.168], [-1.951, -2.689, -2.064], [-3.109, -4.373, -3.443], [-2.045, -5.221, -5.511], [0.184, -4.384, -6.180], [1.342, -2.714, -4.802]]
}

---

{
  "formula": "C43H36AuP2SeSi",
  "method": "the ωB97M-V functional and the def2-TZVPD basis",
  "e_homo_ha": [-0.3637, -0.3638],
  "charge": 1,
  "e_above_lowest_kj_mol": 46.47,
  "multiplicity": 1,
  "species": ["Au", "C", "Si", "C", "C", "C", "C", "C", "C", "P", "C", "C", "C", "C", "C", "C", "C", "C", "C", "C", "C", "C", "C", "C", "C", "C", "C", "C", "P", "C", "C", "C", "C", "C", "C", "C", "C", "C", "C", "C", "C", "H", "H", "H", "H", "H", "H", "H", "H", "H", "H", "H", "H", "H", "H", "H", "H", "H", "H", "H", "H", "H", "H", "H", "H", "H", "H", "H", "H", "H", "H", "H", "Se", "C", "C", "C", "C", "C", "C", "H", "H", "H", "H", "H"],
  "xyz": [[0.170, -0.565, -0.804], [0.104, 1.624, 2.483], [1.000, 0.794, 1.097], [2.338, -0.337, 1.749], [3.098, 0.149, 2.818], [4.141, -0.594, 3.347], [4.442, -1.845, 2.824], [3.688, -2.353, 1.779], [2.635, -1.610, 1.249], [1.650, -2.298, -0.104], [2.865, -2.897, -1.311], [3.678, -1.937, -1.920], [4.622, -2.320, -2.856], [4.751, -3.661, -3.202], [3.944, -4.614, -2.604], [3.000, -4.238, -1.655], [0.772, -3.744, 0.515], [0.888, -4.197, 1.823], [0.119, -5.273, 2.250], [-0.759, -5.892, 1.377], [-0.881, -5.437, 0.069], [-0.126, -4.360, -0.357], [1.745, 2.119, -0.023], [2.878, 2.795, 0.424], [3.456, 3.799, -0.344], [2.906, 4.146, -1.569], [1.771, 3.491, -2.029], [1.198, 2.488, -1.260], [-0.282, 1.586, -1.766], [-1.647, 2.524, -1.055], [-2.921, 1.964, -1.093], [-4.000, 2.659, -0.572], [-3.805, 3.907, 0.004], [-2.536, 4.467, 0.050], [-1.455, 3.781, -0.483], [-0.453, 1.749, -3.554], [0.310, 0.906, -4.364], [0.246, 1.025, -5.743], [-0.590, 1.975, -6.315], [-1.357, 2.807, -5.513], [-1.291, 2.699, -4.130], [0.775, 2.368, 2.929], [-0.779, 2.143, 2.106], [-0.206, 0.905, 3.238], [2.875, 1.118, 3.250], [4.721, -0.198, 4.170], [5.259, -2.424, 3.234], [3.921, -3.328, 1.366], [3.569, -0.890, -1.655], [5.255, -1.576, -3.321], [5.484, -3.959, -3.939], [4.048, -5.658, -2.869], [2.382, -4.989, -1.183], [1.557, -3.709, 2.518], [0.206, -5.620, 3.271], [-1.357, -6.728, 1.714], [-1.574, -5.914, -0.612], [-0.240, -3.989, -1.371], [3.337, 2.531, 1.370], [4.345, 4.302, 0.013], [3.362, 4.923, -2.168], [1.339, 3.756, -2.987], [-3.075, 0.989, -1.535], [-4.986, 2.217, -0.607], [-4.647, 4.445, 0.420], [-2.387, 5.442, 0.496], [-0.467, 4.223, -0.450], [0.950, 0.157, -3.910], [0.839, 0.373, -6.370], [-0.647, 2.063, -7.392], [-2.010, 3.543, -5.962], [-1.891, 3.349, -3.506], [-1.330, -1.108, 1.283], [-3.115, -0.850, 0.646], [-3.505, -1.315, -0.604], [-4.822, -1.175, -1.024], [-5.760, -0.574, -0.196], [-5.376, -0.119, 1.057], [-4.058, -0.250, 1.477], [-2.776, -1.799, -1.244], [-5.117, -1.545, -1.997], [-6.787, -0.471, -0.522], [-6.103, 0.342, 1.713], [-3.759, 0.102, 2.456]]
}

---

{
  "formula": "C43H36ClCoO2P2",
  "method": "the ωB97M-V functional and the def2-TZVPD basis",
  "e_homo_ha": [-0.4826, -0.4949],
  "charge": 2,
  "s2": 6.04,
  "multiplicity": 5,
  "species": ["C", "C", "C", "C", "C", "C", "P", "C", "C", "C", "C", "C", "C", "Co", "P", "C", "C", "C", "C", "C", "C", "C", "C", "C", "C", "C", "C", "C", "C", "C", "C", "C", "C", "C", "C", "C", "C", "C", "C", "H", "H", "H", "H", "H", "H", "H", "H", "H", "H", "H", "H", "H", "H", "H", "H", "H", "H", "H", "H", "H", "H", "H", "H", "H", "H", "H", "H", "H", "H", "H", "H", "Cl", "C", "C", "C", "C", "C", "C", "C", "O", "O", "H", "H", "H", "H"],
  "xyz": [[-4.720, 0.136, -0.461], [-3.712, 0.786, -1.219], [-3.740, 0.686, -2.622], [-4.821, 0.043, -3.214], [-5.765, -0.651, -2.464], [-5.650, -0.710, -1.071], [-2.245, 1.356, -0.338], [-1.664, 2.744, -1.363], [-0.534, 2.575, -2.194], [-0.210, 3.572, -3.104], [-1.015, 4.712, -3.233], [-2.106, 4.894, -2.365], [-2.430, 3.915, -1.417], [-1.098, -0.353, 0.213], [-0.574, -2.465, -0.312], [-1.536, -2.685, -1.887], [-2.687, -3.468, -2.061], [-3.244, -3.582, -3.336], [-2.790, -2.757, -4.380], [-1.666, -1.971, -4.202], [-1.005, -1.949, -2.979], [0.992, -3.318, -0.314], [1.855, -3.081, 0.769], [3.094, -3.733, 0.828], [3.463, -4.612, -0.190], [2.604, -4.853, -1.247], [1.364, -4.217, -1.330], [-1.343, -3.128, 1.223], [-1.756, -2.201, 2.204], [-2.769, -2.585, 3.086], [-3.215, -3.926, 3.073], [-2.746, -4.840, 2.143], [-1.815, -4.458, 1.180], [-2.801, 2.208, 1.197], [-4.145, 2.515, 1.438], [-4.526, 2.962, 2.702], [-3.563, 3.114, 3.710], [-2.201, 2.911, 3.427], [-1.818, 2.495, 2.161], [1.531, -2.423, 1.576], [3.734, -3.539, 1.678], [4.463, -5.050, -0.159], [2.902, -5.534, -2.032], [0.687, -4.400, -2.155], [-3.108, -4.095, -1.277], [-4.019, -4.337, -3.517], [-3.323, -2.725, -5.337], [-1.264, -1.372, -5.025], [-0.043, -1.419, -2.845], [-1.420, -1.143, 2.134], [-3.162, -1.851, 3.788], [-3.921, -4.220, 3.851], [-3.115, -5.872, 2.145], [-1.491, -5.133, 0.388], [-4.875, 2.416, 0.651], [-5.576, 3.197, 2.888], [-3.864, 3.398, 4.718], [-1.437, 3.079, 4.184], [-0.762, 2.400, 1.922], [0.066, 1.662, -2.129], [0.685, 3.465, -3.722], [-0.796, 5.464, -3.991], [-2.730, 5.794, -2.417], [-3.302, 4.027, -0.755], [-3.017, 1.198, -3.271], [-4.961, 0.136, -4.295], [-6.516, -1.256, -2.982], [-6.277, -1.320, -0.401], [-4.755, 0.242, 0.640], [-2.433, -1.448, 0.096], [-2.622, -0.762, 0.453], [7.098, 1.762, 1.936], [5.472, 1.578, 1.463], [4.680, 2.761, 1.415], [3.330, 2.606, 1.081], [2.781, 1.327, 0.858], [3.589, 0.197, 0.862], [4.934, 0.321, 1.205], [1.323, 1.160, 0.586], [0.553, 2.146, 0.528], [0.862, -0.048, 0.509], [5.089, 3.777, 1.606], [2.654, 3.454, 1.022], [3.176, -0.782, 0.654], [5.593, -0.560, 1.282]]
}

---

{
  "formula": "C43H36CoN3OP2S2Te",
  "method": "the ωB97M-V functional and the def2-TZVPD basis",
  "e_homo_ha": [0.0395, -0.0501],
  "charge": -2,
  "e_above_lowest_kj_mol": 182.91,
  "s2": 6.04,
  "multiplicity": 5,
  "species": ["Co", "Te", "C", "C", "C", "N", "C", "C", "C", "P", "C", "C", "C", "C", "C", "C", "C", "C", "C", "C", "C", "C", "P", "C", "C", "C", "C", "C", "C", "C", "C", "C", "C", "C", "C", "H", "H", "H", "H", "H", "H", "H", "H", "H", "H", "H", "H", "H", "H", "H", "H", "H", "H", "H", "H", "H", "H", "H", "H", "S", "C", "C", "C", "C", "N", "C", "C", "C", "S", "C", "N", "H", "H", "C", "C", "C", "O", "C", "H", "H", "H", "H", "H", "H", "H", "H", "C", "H", "H"],
  "xyz": [[0.212, -0.040, -0.094], [1.450, -4.300, 1.890], [0.011, -5.848, 2.106], [0.098, -6.817, 3.104], [-0.897, -7.772, 3.210], [-1.954, -7.847, 2.403], [-2.028, -6.916, 1.446], [-1.092, -5.915, 1.261], [0.134, -2.996, 0.842], [-0.479, -1.560, 1.778], [-2.236, -1.375, 1.265], [-2.700, -1.818, 0.029], [-3.956, -1.450, -0.426], [-4.759, -0.622, 0.344], [-4.315, -0.188, 1.586], [-3.066, -0.567, 2.046], [-0.788, -2.218, 3.464], [-1.750, -3.200, 3.685], [-1.871, -3.791, 4.933], [-1.042, -3.396, 5.975], [-0.096, -2.402, 5.768], [0.029, -1.817, 4.517], [0.854, -2.182, -0.590], [0.453, -3.378, -1.921], [0.898, -4.702, -1.869], [0.501, -5.618, -2.828], [-0.351, -5.233, -3.857], [-0.814, -3.927, -3.909], [-0.420, -3.013, -2.942], [2.683, -2.299, -0.536], [3.471, -2.730, -1.604], [4.855, -2.664, -1.538], [5.481, -2.145, -0.414], [4.707, -1.674, 0.640], [3.328, -1.742, 0.575], [0.932, -6.814, 3.796], [-0.850, -8.527, 3.991], [-2.892, -6.985, 0.793], [-1.209, -5.169, 0.482], [-2.065, -2.457, -0.575], [-4.292, -1.769, -1.406], [-5.726, -0.303, -0.024], [-4.926, 0.478, 2.182], [-2.716, -0.222, 3.011], [-2.392, -3.512, 2.871], [-2.605, -4.573, 5.092], [-1.138, -3.861, 6.950], [0.548, -2.089, 6.582], [0.762, -1.039, 4.339], [1.563, -5.007, -1.070], [0.855, -6.641, -2.772], [-0.653, -5.953, -4.609], [-1.485, -3.621, -4.704], [-0.788, -1.994, -2.976], [2.993, -3.127, -2.490], [5.452, -3.013, -2.374], [6.562, -2.102, -0.363], [5.191, -1.245, 1.510], [2.724, -1.363, 1.395], [-0.161, 1.708, 2.508], [-1.538, 2.568, 1.792], [-2.250, 3.326, 2.698], [-3.314, 4.168, 2.333], [-3.985, 4.895, 3.328], [-4.523, 5.480, 4.179], [-3.644, 4.267, 0.924], [-2.970, 3.403, 0.034], [-1.960, 2.543, 0.416], [-1.322, 1.506, -0.848], [-4.574, 5.187, 0.425], [-5.333, 5.952, -0.019], [-1.962, 3.277, 3.743], [-3.253, 3.407, -1.012], [1.043, 0.496, -4.793], [2.463, 0.816, -4.283], [2.307, 0.825, -2.748], [1.039, 0.250, -2.480], [0.185, 0.660, -3.538], [0.986, -0.532, -5.154], [0.717, 1.162, -5.592], [2.813, 1.787, -4.635], [3.184, 0.064, -4.604], [2.340, 1.850, -2.362], [3.052, 0.219, -2.230], [-0.116, 1.702, -3.399], [-0.709, 0.041, -3.523], [1.015, 1.400, 1.160], [1.916, 1.071, 1.696], [1.222, 2.378, 0.717]]
}